Computed, not measured: a gas-phase ion, C3H10N5 (charge +1), with the ωB97M-V functional and the def2-TZVPD basis.

Calculated values
Lowest unoccupied orbital energy (alpha / beta) ... -4.09 / -4.37 eV
Kohn-Sham gap (alpha / beta) ... 7.80 / 7.38 eV
Strongest force on any atom ... 0.0999 Eh/bohr
Total charge ... +1

Last columns: bonded neighbours and bond lengths (Å).
Positions of all 18 atoms, in Å:
1 H 0.92902 -0.47491 -2.27706  N11 1.035
2 N -0.40322 -0.94999 -0.84266  N11 1.278, C15 1.509
3 H 1.23439 -0.44325 2.11604  C17 1.058
4 H -0.05486 1.39311 1.98772  N5 1.083
5 N -0.22983 0.56823 1.30769  H4 1.083, H13 1.007, C14 1.456, C17 1.474
6 H 1.67291 0.50493 0.63870  C17 1.109
7 N -1.88286 1.62732 -0.00078  N9 1.260, C14 1.362
8 H 0.20300 -2.28392 0.77534  C15 1.129
9 N -2.55044 1.80323 -1.05469  N7 1.260, H10 0.962
10 H -3.38632 2.25399 -0.90255  N9 0.962
11 N -0.04811 -0.72836 -2.05035  H1 1.035, N2 1.278, H16 1.071
12 H 0.05990 1.77598 -0.42890  C14 1.102
13 H -0.94497 0.04466 1.78492  N5 1.007
14 C -0.64927 1.04946 -0.00035  N5 1.456, N7 1.362, H12 1.102
15 C 0.63692 -1.47694 0.11516  N2 1.509, H8 1.129, C17 1.630, H18 1.098
16 H -0.74102 -0.39683 -2.79643  N11 1.071
17 C 0.99115 -0.23367 1.10775  H3 1.058, N5 1.474, H6 1.109, C15 1.630
18 H 1.54512 -1.81442 -0.40072  C15 1.098